An isolated molecule of C4H5N3O at a distorted geometry. Source: the OMol25 dataset; level of theory: ωB97M-V/def2-TZVPD.

Calculated values
Frontier orbital gap (alpha / beta)   0.238 / 0.252 Ha
Largest force on an atom   6.20 eV/A
2S+1   3
Total energy   -10739.7874 eV
E_HOMO (alpha / beta)   -6.0 / -9.0 eV
Relative energy (zero: lowest compared OMol25 entry of this formula, charge and spin)   253.9 kJ/mol
Lowest unoccupied orbital energy (alpha / beta)   0.018 / -0.079 Eh

Atoms and positions in Å:
1 C -0.379 0.042 1.840
2 C 0.855 0.358 1.244
3 C -1.654 -0.669 -0.122
4 C -0.994 -0.839 -1.261
5 N -1.377 -0.411 1.178
6 N -0.507 -1.081 -2.309
7 N 0.978 0.579 -0.048
8 O 2.184 0.755 -0.616
9 H -0.384 -0.081 2.949
10 H 1.715 0.452 1.947
11 H -2.691 -1.095 -0.133
12 H -0.025 -0.407 -2.892
13 H 1.991 0.882 -1.537

Results of the Löwdin charge analysis, in e, for atoms 1 through 8: -0.20 -0.16 -0.14 -0.14 0.02 0.19 -0.07 -0.01

=====

An isolated molecule of C19H24N2O4S at a distorted geometry. Source: the OMol25 dataset; level of theory: ωB97M-V/def2-TZVPD.

Calculated values
Frontier orbital gap   0.321 Ha
Largest force on an atom   1.44 eV/A
Total energy   -42097.4819 eV
E_HOMO   -8.1 eV
Relative energy (zero: lowest compared OMol25 entry of this formula, charge and spin)   199.1 kJ/mol
SMILES   CCOC(=O)C1CCN(Cc2cnc(Oc3ccc(OC)cc3)s2)CC1
Lowest unoccupied orbital energy   0.025 Eh

Atoms and positions in Å:
1 C -0.422 -1.987 -5.653
2 C 0.889 -2.255 -4.928
3 O 0.678 -2.999 -3.726
4 C 0.322 -2.310 -2.637
5 O 0.171 -1.117 -2.613
6 C 0.189 -3.227 -1.439
7 C -0.870 -2.701 -0.472
8 C -0.876 -3.531 0.817
9 N 0.409 -3.656 1.468
10 C 0.780 -2.642 2.432
11 C 1.208 -1.302 1.911
12 C 2.459 -0.892 1.582
13 N 2.583 0.377 1.117
14 C 1.453 0.978 1.071
15 O 1.305 2.193 0.573
16 C 0.151 2.913 0.842
17 C -0.485 3.535 -0.220
18 C -1.609 4.311 -0.001
19 C -2.109 4.468 1.288
20 O -3.205 5.202 1.616
21 C -3.907 5.860 0.589
22 C -1.456 3.842 2.352
23 C -0.333 3.073 2.135
24 S 0.083 0.005 1.636
25 C 1.438 -4.103 0.557
26 C 1.551 -3.277 -0.732
27 H -0.222 -1.473 -6.589
28 H -1.062 -1.361 -5.037
29 H -0.935 -2.922 -5.862
30 H 1.383 -1.311 -4.677
31 H 1.555 -2.875 -5.533
32 H -0.070 -4.231 -1.791
33 H -0.655 -1.655 -0.257
34 H -1.857 -2.750 -0.935
35 H -1.207 -4.549 0.574
36 H -1.587 -3.104 1.528
37 H 1.611 -3.051 3.018
38 H -0.074 -2.508 3.102
39 H 3.350 -1.488 1.669
40 H -0.092 3.404 -1.216
41 H -2.085 4.784 -0.846
42 H -4.733 6.373 1.080
43 H -3.278 6.596 0.079
44 H -4.307 5.152 -0.143
45 H -1.847 3.979 3.346
46 H 0.173 2.606 2.967
47 H 1.197 -5.139 0.286
48 H 2.394 -4.103 1.083
49 H 1.869 -2.260 -0.499
50 H 2.297 -3.728 -1.389

Results of the Löwdin charge analysis, in e, for atoms 1 through 8: -0.06 -0.22 0.00 -0.48 0.12 -0.22 -0.13 -0.18

=====

A structure of composition C46H44Cl7F3N3NiO4PSb. Source: the OMol25 dataset; level of theory: ωB97M-V/def2-TZVPD.

Calculated values
Frontier orbital gap (alpha / beta)   0.256 / 0.224 Ha
Largest force on an atom   0.75 eV/A
2S+1   3
Total energy   -213758.7599 eV
E_HOMO (alpha / beta)   -4.8 / -4.6 eV
Relative energy (zero: lowest compared OMol25 entry of this formula, charge and spin)   25.0 kJ/mol
Net charge   -1
Lowest unoccupied orbital energy (alpha / beta)   0.080 / 0.056 Eh

Atoms and positions in Å:
1 Ni -0.154 -0.928 0.093
2 Cl -2.068 -2.308 1.425
3 C -0.660 -3.344 1.320
4 C 0.402 -2.814 0.587
5 C 1.457 -3.697 0.425
6 Cl 2.779 -3.238 -0.636
7 C 1.519 -4.956 1.031
8 Cl 2.904 -5.977 0.835
9 C 0.452 -5.398 1.808
10 Cl 0.511 -6.934 2.598
11 C -0.675 -4.585 1.934
12 Cl -2.048 -5.123 2.838
13 C -1.068 0.925 -3.563
14 N 0.298 0.602 -3.982
15 C 0.656 1.189 -5.261
16 P 0.923 -0.828 -3.413
17 O 0.644 -1.016 -1.972
18 N 2.511 -0.703 -3.907
19 C 3.279 0.371 -3.264
20 C 3.311 -1.916 -4.059
21 N 0.343 -2.138 -4.234
22 C -0.418 -3.180 -3.553
23 C 0.290 -2.162 -5.683
24 H -1.162 2.002 -3.404
25 H -1.311 0.429 -2.627
26 H -1.796 0.624 -4.328
27 H 0.627 2.279 -5.180
28 H -0.042 0.896 -6.057
29 H 1.663 0.893 -5.547
30 H 2.650 1.246 -3.111
31 H 4.119 0.651 -3.905
32 H 3.670 0.054 -2.292
33 H 2.710 -2.722 -4.474
34 H 3.727 -2.254 -3.105
35 H 4.140 -1.710 -4.740
36 H -0.503 -2.942 -2.495
37 H 0.078 -4.152 -3.652
38 H -1.422 -3.258 -3.982
39 H 0.960 -1.412 -6.102
40 H -0.723 -1.973 -6.057
41 H 0.608 -3.141 -6.057
42 Cl 3.872 3.122 0.857
43 C 4.328 1.584 1.541
44 C 5.402 1.550 2.406
45 C 5.768 0.351 3.011
46 C 5.025 -0.801 2.759
47 C 3.955 -0.763 1.893
48 C 3.581 0.422 1.211
49 C 2.536 0.414 0.268
50 H 5.946 2.463 2.612
51 H 6.617 0.324 3.682
52 H 5.280 -1.730 3.255
53 H 3.365 -1.653 1.715
54 H 2.002 -0.505 0.028
55 H 2.322 1.279 -0.341
56 C -4.293 -1.900 -3.086
57 C -5.510 -1.143 -2.627
58 C -6.787 -1.473 -3.043
59 C -7.887 -0.753 -2.590
60 Cl -9.487 -1.195 -3.142
61 C -7.729 0.298 -1.714
62 C -6.450 0.644 -1.284
63 C -5.347 -0.066 -1.742
64 O -4.071 0.190 -1.393
65 C -3.813 1.261 -0.496
66 C -2.315 1.382 -0.257
67 O -1.912 2.503 0.081
68 O -1.662 0.305 -0.394
69 H -4.573 -2.721 -3.746
70 H -3.740 -2.296 -2.231
71 H -3.602 -1.236 -3.613
72 H -6.934 -2.303 -3.723
73 H -8.593 0.848 -1.364
74 H -6.329 1.464 -0.590
75 H -4.286 1.067 0.476
76 H -4.189 2.206 -0.887
77 F 0.988 6.966 5.306
78 C 0.737 5.821 4.628
79 C 0.212 4.743 5.317
80 C -0.031 3.569 4.617
81 C 0.248 3.466 3.250
82 C 0.760 4.584 2.598
83 C 1.010 5.774 3.280
84 Sb -0.034 1.570 2.214
85 C -1.998 1.361 3.105
86 C -2.451 0.225 3.766
87 C -3.758 0.133 4.242
88 C -4.601 1.201 4.042
89 F -5.877 1.122 4.491
90 C -4.194 2.354 3.402
91 C -2.889 2.424 2.933
92 C 1.046 0.419 3.714
93 C 0.830 -0.957 3.818
94 C 1.608 -1.763 4.643
95 C 2.624 -1.170 5.358
96 F 3.408 -1.942 6.150
97 C 2.889 0.181 5.282
98 C 2.098 0.968 4.453
99 H 0.003 4.831 6.376
100 H -0.449 2.720 5.146
101 H 0.967 4.540 1.534
102 H 1.410 6.647 2.781
103 H -1.788 -0.612 3.935
104 H -4.113 -0.751 4.756
105 H -4.887 3.176 3.277
106 H -2.569 3.317 2.410
107 H 0.050 -1.429 3.231
108 H 1.439 -2.831 4.715
109 H 3.711 0.602 5.848
110 H 2.312 2.030 4.391

Results of the Löwdin charge analysis, in e, for atoms 1 through 8: 0.19 0.74 -0.69 -0.22 -0.67 0.67 -0.71 0.64

=====

A cluster of 8 separate species, C33H41N8O14 in total at a distorted geometry. Source: the OMol25 dataset; level of theory: ωB97M-V/def2-TZVPD.

Calculated values
Frontier orbital gap   0.258 Ha
Largest force on an atom   12.19 eV/A
Total energy   -75440.3369 eV
E_HOMO   -6.7 eV
Relative energy (zero: lowest compared OMol25 entry of this formula, charge and spin)   341.7 kJ/mol
Net charge   -1
Lowest unoccupied orbital energy   0.013 Eh

Atoms and positions in Å:
1 N 0.251 -0.329 0.058
2 O 0.920 -0.168 -1.043
3 O -0.908 -0.869 -0.060
4 O 0.736 0.029 1.097
5 C 2.693 4.222 2.592
6 C 2.829 5.521 3.414
7 C 2.091 5.629 4.781
8 C 1.123 4.453 5.135
9 C 0.884 3.233 4.135
10 C 1.791 3.201 2.908
11 N 0.279 4.567 6.476
12 O -0.608 3.534 6.662
13 O 0.395 5.554 7.054
14 H 3.034 4.143 1.606
15 H 3.518 6.395 3.147
16 H 2.143 6.628 5.404
17 H 0.102 2.516 4.188
18 H 1.752 2.311 2.148
19 C -0.885 2.973 -5.691
20 C 0.155 4.091 -5.585
21 C 0.659 4.465 -4.234
22 C 0.159 3.657 -2.978
23 C -0.665 2.426 -3.133
24 C -1.163 2.148 -4.629
25 N 0.544 3.961 -1.574
26 O -0.086 3.631 -0.606
27 O 1.431 4.816 -1.445
28 H -1.409 2.736 -6.833
29 H 0.270 4.818 -6.407
30 H 1.386 5.203 -4.192
31 H -0.806 1.743 -2.325
32 H -1.780 1.232 -4.896
33 C 4.175 0.314 1.187
34 C 5.636 0.260 0.758
35 C 6.675 -0.247 1.895
36 C 6.156 -0.552 3.317
37 C 4.672 -0.424 3.655
38 C 3.719 -0.060 2.475
39 N 7.075 -0.826 4.309
40 O 8.299 -0.410 4.191
41 O 6.756 -1.625 5.243
42 H 3.319 0.721 0.400
43 H 5.937 0.724 -0.072
44 H 7.735 -0.195 1.844
45 H 4.146 -0.633 4.489
46 H 2.545 -0.347 2.659
47 C -3.595 -1.231 -4.096
48 C -3.809 -2.037 -5.353
49 C -2.517 -2.826 -5.876
50 C -1.084 -2.599 -5.327
51 C -0.975 -1.684 -4.187
52 C -2.287 -1.104 -3.525
53 N -0.017 -3.193 -5.989
54 O -0.229 -4.119 -6.876
55 O 1.101 -3.033 -5.461
56 H -4.323 -0.619 -3.727
57 H -4.773 -2.214 -5.818
58 H -2.866 -3.369 -6.645
59 H -0.139 -1.477 -3.559
60 H -2.097 -0.427 -2.603
61 C 2.146 -4.514 -1.769
62 O 1.980 -5.616 -2.518
63 N 2.008 -4.532 -0.387
64 C 2.078 -3.201 0.353
65 C 1.811 -5.682 0.425
66 H 2.129 -3.601 -2.247
67 H 1.729 -2.385 -0.233
68 H 3.010 -2.733 0.636
69 H 1.444 -3.267 1.228
70 H 1.325 -6.280 -0.067
71 H 1.655 -5.480 1.517
72 H 2.925 -6.077 0.622
73 C -2.889 -5.264 3.450
74 O -3.525 -5.795 4.311
75 N -3.296 -4.185 2.745
76 C -2.519 -3.651 1.611
77 C -4.707 -3.705 3.040
78 H -1.965 -5.572 3.184
79 H -1.660 -4.133 1.220
80 H -2.205 -2.699 1.844
81 H -3.169 -3.449 0.731
82 H -4.840 -3.453 4.047
83 H -5.269 -4.716 3.116
84 H -5.129 -3.037 2.259
85 C -5.089 2.969 1.023
86 O -5.246 2.571 2.228
87 N -4.492 2.358 0.025
88 C -4.746 2.799 -1.324
89 C -3.547 1.260 0.096
90 H -5.530 3.929 0.716
91 H -5.871 2.581 -1.656
92 H -3.881 2.498 -1.793
93 H -4.843 3.826 -1.417
94 H -2.642 1.431 -0.401
95 H -3.951 0.384 -0.175
96 H -3.258 1.178 1.084

Results of the Löwdin charge analysis, in e, for atoms 1 through 8: -0.60 -0.13 -0.09 -0.04 -0.09 -0.03 -0.01 -0.04

=====

The ion C8H5O3S with charge -1 at a distorted geometry. Source: the OMol25 dataset; level of theory: ωB97M-V/def2-TZVPD.

Calculated values
Frontier orbital gap   0.225 Ha
Largest force on an atom   3.99 eV/A
Total energy   -25353.6164 eV
E_HOMO   -2.8 eV
Relative energy (zero: lowest compared OMol25 entry of this formula, charge and spin)   183.4 kJ/mol
Net charge   -1
SMILES   O=C1O[C@H]1Oc1ccccc1[S-]
Lowest unoccupied orbital energy   0.121 Eh

Atoms and positions in Å:
1 O 3.882 -0.787 -0.127
2 C 3.466 0.333 -0.187
3 O 3.551 1.460 -0.837
4 C 2.779 1.486 0.494
5 O 1.499 1.829 0.414
6 C 0.377 1.047 0.294
7 C 0.469 -0.310 0.610
8 C -0.609 -1.078 0.598
9 C -1.866 -0.584 0.292
10 C -1.958 0.745 -0.154
11 C -0.814 1.584 -0.056
12 S -1.135 3.239 -0.548
13 H 3.216 2.127 1.274
14 H 1.379 -0.645 1.026
15 H -0.281 -2.120 0.914
16 H -2.729 -1.261 -0.003
17 H -2.900 1.209 -0.314

Results of the Löwdin charge analysis, in e, for atoms 1 through 8: 0.12 -0.46 0.16 -0.15 0.02 -0.30 -0.07 -0.17

=====

> total energy of number 3 (C46H44Cl7F3N3NiO4PSb)?

-213758.7599 eV